(1)
127
Properties=species:S:1:pos:R:3:forces:R:3 method="wB97M-V/def2-TZVPD" e_homo_ha="-0.1645 / -0.2069" total_charge=-1 gap_ev="6.53 / 6.83" lumo_ev="2.0 / 1.2" multiplicity=2
Pb -0.852164 -0.253050 0.486159 0.26 0.21 -0.27
O -2.082031 -2.166417 2.094912 0.00 -0.13 -0.06
S -2.588046 -1.271736 3.139384 0.04 -0.05 0.15
O -3.893762 -1.607220 3.652563 -0.04 0.02 -0.10
O -2.447686 0.133280 2.727745 -0.01 0.04 0.08
C -1.462225 -1.495181 4.526225 -0.19 0.02 -0.01
C -1.993672 -2.048010 5.682667 -0.12 -0.08 0.15
C -1.199255 -2.238051 6.802910 0.01 0.00 -0.04
C 0.133187 -1.853425 6.775668 0.01 0.02 -0.07
C 0.657473 -1.295514 5.619423 -0.02 -0.03 0.11
C -0.121246 -1.122715 4.475291 0.21 -0.06 0.13
P 0.611981 -0.399242 2.959262 -0.14 -0.02 0.14
C 1.974778 -1.577424 2.577684 0.17 0.08 0.11
C 1.661070 -2.726230 0.641923 -0.05 -0.02 0.03
C 2.809406 -3.618778 0.099963 0.03 -0.03 -0.03
C 3.965997 -2.621461 -0.305110 0.01 -0.07 0.02
C 4.365888 -1.679708 2.519377 -0.04 0.07 0.13
C 3.308604 -1.503902 3.330734 0.01 -0.08 -0.02
C 1.226911 1.177385 3.625451 0.16 -0.04 0.02
C 2.512477 1.661014 3.385682 -0.11 0.05 -0.02
C 2.889173 2.903259 3.876323 0.00 -0.01 -0.02
C 1.987804 3.677885 4.592433 0.03 0.02 0.01
C 0.700450 3.209252 4.814148 -0.06 0.00 0.01
C 0.319282 1.964831 4.335288 0.04 0.00 0.04
H -3.041420 -2.317988 5.692110 0.03 0.01 -0.02
H -1.626551 -2.673936 7.697663 0.01 0.01 -0.01
H 0.762112 -1.977347 7.648872 -0.01 0.00 0.00
H 1.687958 -0.964710 5.614176 0.00 0.00 -0.02
H 0.836183 -2.573905 -0.054631 -0.01 -0.01 0.02
H 2.555985 -4.471864 -0.526492 0.01 0.02 0.02
H 4.877711 -3.201091 -0.494612 -0.02 0.00 -0.03
H 5.399611 -1.616981 2.833337 -0.01 -0.01 -0.03
H 3.398181 -1.275986 4.384708 0.00 0.01 -0.02
H 3.210442 1.090284 2.790075 0.04 0.01 0.02
H 3.889268 3.270278 3.680953 -0.01 0.00 0.00
H 2.284627 4.650103 4.966906 -0.01 -0.01 0.00
H -0.015121 3.814967 5.357714 0.02 0.00 0.00
H -0.691860 1.607669 4.503608 0.04 -0.01 -0.01
C -2.441655 3.540370 2.784937 -0.05 -0.05 -0.03
C -1.686808 4.315749 1.711347 0.07 0.04 0.00
O -1.469357 3.565423 0.519925 -0.14 0.01 0.08
H -3.520273 3.676540 2.691285 0.01 -0.05 -0.04
H -2.143135 3.857178 3.787169 -0.02 0.05 -0.03
H -2.241347 2.471675 2.695053 0.03 0.03 0.06
H -0.732941 4.691680 2.094165 0.03 -0.07 0.01
H -2.271256 5.183624 1.396420 0.03 0.04 0.04
H -0.664359 3.036257 0.577498 0.04 0.03 -0.10
C 2.915964 -3.742045 -5.759883 -0.05 -0.01 -0.03
C 3.784579 -2.966261 -4.805372 0.03 -0.01 0.04
C 5.024753 -2.502073 -5.229840 -0.01 -0.02 -0.03
C 5.834137 -1.763611 -4.380491 0.02 0.01 -0.04
C 5.412250 -1.504707 -3.089437 -0.05 0.05 0.05
C 4.173171 -1.961671 -2.639570 -0.06 -0.03 0.00
N 3.737649 -1.635004 -1.331350 0.05 -0.01 -0.04
C 3.832822 -2.250056 1.236027 -0.05 0.00 -0.11
C 3.620003 -3.815886 1.387404 0.01 0.03 -0.11
C 2.970762 -4.506621 2.527983 -0.06 -0.02 0.05
C 1.747469 -4.129975 2.867555 0.02 -0.05 0.03
C 1.218796 -2.939856 2.163250 0.02 0.02 -0.01
C 2.478328 -1.531919 1.137877 0.00 0.07 0.02
C 2.549971 -0.081602 0.629068 0.17 -0.13 0.09
O 3.643846 0.429644 0.360269 -0.23 0.06 0.15
O 1.441006 0.538101 0.722575 0.08 0.10 -0.20
C 3.340355 -2.689165 -3.505096 0.12 -0.03 0.01
C 1.967620 -3.110419 -3.061173 -0.01 -0.10 0.02
H 3.456884 -3.964629 -6.679740 0.00 0.01 0.01
H 2.017794 -3.178522 -6.028157 0.02 -0.01 0.00
H 2.579136 -4.685679 -5.325287 0.01 0.01 0.01
H 5.349873 -2.718531 -6.241705 0.01 0.02 0.02
H 6.792945 -1.394413 -4.724865 -0.02 -0.01 0.01
H 6.029166 -0.929928 -2.407797 0.00 -0.01 -0.02
H 4.069071 -0.727380 -1.016900 0.04 -0.02 -0.04
H 4.588964 -4.268990 1.172488 0.00 -0.02 0.00
H 3.473293 -5.340082 3.005378 0.02 0.01 -0.02
H 1.166206 -4.612567 3.645066 0.00 0.01 -0.02
H 0.140790 -2.844862 2.288573 -0.03 0.01 -0.02
H 1.962236 -4.138187 -2.685118 0.01 0.01 -0.03
H 1.256145 -3.070611 -3.887776 0.01 0.04 0.02
H 1.614626 -2.452190 -2.269719 -0.01 0.01 0.00
I 3.013028 3.046214 -7.227289 0.01 0.01 -0.02
C 2.148743 2.310268 -5.470383 -0.04 -0.03 0.11
C 1.355880 3.147613 -4.699748 0.00 0.06 -0.06
C 0.785288 2.655015 -3.536120 -0.02 -0.04 0.03
C 0.990241 1.335356 -3.158689 0.02 0.04 0.03
C 1.789319 0.510104 -3.940951 -0.02 -0.01 0.10
C 2.380204 0.994192 -5.096740 0.05 -0.01 -0.10
C 0.345255 0.791875 -1.911952 0.13 -0.02 -0.04
O 0.402421 -0.453087 -1.727524 -0.24 -0.03 -0.03
O -0.228001 1.592488 -1.125465 -0.14 -0.03 -0.23
H 1.183465 4.172155 -5.002796 0.00 -0.02 0.01
H 0.164559 3.283090 -2.911952 0.00 0.02 0.00
H 1.955017 -0.511232 -3.623957 -0.02 0.06 -0.02
H 3.016483 0.355114 -5.695550 -0.01 -0.02 0.02
C -6.506205 3.320657 2.102381 0.02 0.00 0.00
C -6.108982 4.030892 0.976808 0.00 0.00 0.01
C -5.206488 3.469205 0.084004 0.00 0.06 -0.05
C -4.690106 2.191801 0.302548 -0.04 0.06 -0.05
C -5.086081 1.493984 1.444910 0.02 -0.03 -0.02
C -5.992514 2.050916 2.333914 -0.03 0.03 0.03
Ge -3.374621 1.433010 -0.905485 0.17 -0.02 0.09
C -3.831552 -0.399742 -1.415460 -0.08 0.03 -0.03
C -2.908769 -1.176013 -2.123263 0.05 0.01 -0.03
C -3.178584 -2.502766 -2.426509 -0.01 0.00 0.00
C -4.376681 -3.077773 -2.024737 0.01 -0.02 0.00
C -5.301831 -2.319666 -1.321362 0.00 -0.01 -0.01
C -5.030245 -0.992950 -1.017178 0.00 -0.02 0.04
C -3.031169 2.510502 -2.492191 -0.10 -0.06 -0.04
C -3.268730 1.961377 -3.752990 0.02 -0.01 0.00
C -3.028463 2.694617 -4.908185 0.01 0.01 0.01
C -2.558105 3.995932 -4.817055 0.01 0.00 -0.01
C -2.319638 4.553362 -3.567310 0.01 0.04 -0.03
C -2.542247 3.814974 -2.414620 -0.01 0.04 0.08
H -7.207339 3.759865 2.801880 0.00 0.00 0.00
H -6.501697 5.023846 0.791837 0.00 -0.01 0.01
H -4.905365 4.034971 -0.792354 0.00 -0.04 0.02
H -4.659750 0.523857 1.666973 -0.02 -0.01 0.01
H -6.280362 1.495893 3.218553 0.01 0.00 -0.01
H -1.956681 -0.755441 -2.436571 -0.04 0.01 0.00
H -2.444045 -3.087154 -2.967673 -0.01 0.00 0.00
H -4.584318 -4.116642 -2.250362 0.00 0.01 0.00
H -6.235289 -2.764340 -0.998073 0.01 0.00 0.00
H -5.759358 -0.418190 -0.458318 0.00 0.01 0.00
H -3.642020 0.947556 -3.840163 0.00 -0.01 0.01
H -3.208128 2.245662 -5.877491 0.00 0.01 0.00
H -2.366630 4.569962 -5.715819 0.00 -0.01 0.01
H -1.938503 5.565281 -3.488619 -0.01 -0.01 -0.01
H -2.302401 4.236256 -1.445437 -0.02 -0.02 -0.05



(2)
140
Properties=species:S:1:pos:R:3:forces:R:3 method="wB97M-V/def2-TZVPD" e_homo_ha=-0.2864 total_charge=0 gap_ev=6.59 lumo_ev=-1.2
Ti 0.213953 0.384583 -0.955105 -0.63 1.52 0.69
C -0.997380 5.489333 -2.625711 0.13 -0.04 0.08
C -1.036197 4.008818 -2.772501 -0.10 -0.03 -0.25
C -1.907317 3.273351 -3.538588 0.12 -0.17 0.10
C -1.548499 1.930543 -3.361320 0.13 0.46 0.06
N -0.501482 1.866689 -2.506407 -0.28 -0.06 -0.11
N -0.190445 3.150284 -2.177655 -0.09 0.37 -0.06
B 1.108293 3.575555 -1.481436 0.00 -0.36 0.00
N 1.048131 3.246259 0.026267 -0.03 0.18 0.05
N 0.188543 2.321814 0.524446 -0.13 0.01 0.31
C 0.146670 2.531011 1.870491 0.27 0.24 -0.33
C 1.050641 3.548597 2.195843 -0.09 -0.13 -0.11
C 1.591674 3.979466 1.009622 -0.03 0.05 0.21
C 2.598405 5.063268 0.837308 -0.05 -0.09 -0.13
C -0.782899 1.971236 2.870147 -0.14 -0.19 0.04
C -0.940440 2.646484 4.086896 0.06 -0.01 -0.04
C -1.802827 2.173936 5.059966 0.04 0.06 0.10
C -2.551565 1.027971 4.839470 -0.03 -0.03 -0.03
C -2.433996 0.375013 3.625416 -0.06 -0.08 0.01
C -1.550932 0.833442 2.663159 0.07 0.16 0.09
N 2.294723 2.865472 -2.119142 0.09 0.10 -0.23
N 2.243382 1.537084 -2.415072 0.19 -0.42 0.04
C 3.444404 1.238226 -2.943544 0.08 0.62 0.20
C 4.257518 2.380220 -2.953180 -0.12 -0.23 0.08
C 3.490801 3.393563 -2.438011 0.19 0.04 -0.05
C 3.926393 4.811903 -2.273024 -0.12 -0.04 0.04
C 3.987377 0.032495 -3.596044 -0.13 -0.18 -0.09
C 3.585640 -0.293328 -4.886401 -0.01 -0.05 0.06
C 4.285478 -1.240297 -5.616840 -0.07 -0.04 -0.01
C 5.385107 -1.874161 -5.062273 -0.01 -0.05 -0.06
C 5.784580 -1.559076 -3.773492 0.08 0.03 0.00
C 5.104552 -0.594225 -3.051686 -0.06 -0.01 0.00
C -2.233236 0.878606 -4.150443 -0.01 -0.25 0.11
C -2.719768 -0.330240 -3.658951 -0.09 0.01 -0.11
C -3.449637 -1.187281 -4.470620 0.01 0.06 0.03
C -3.712748 -0.855595 -5.787375 -0.06 -0.07 0.04
C -3.226352 0.339393 -6.295112 -0.03 0.01 -0.06
C -2.496213 1.193926 -5.488966 0.06 -0.01 0.03
H -1.898212 5.915534 -3.060690 -0.03 -0.01 0.00
H -0.943827 5.778255 -1.577220 0.01 0.06 0.03
H -0.132489 5.906630 -3.142077 0.01 0.07 0.03
H -2.722124 3.653030 -4.127046 -0.05 -0.01 -0.06
H 1.228425 4.749863 -1.614877 0.05 0.10 0.04
H 1.300327 3.934584 3.166873 -0.06 0.01 0.05
H 2.530548 5.755759 1.674103 0.01 0.00 0.00
H 3.604939 4.641201 0.829309 0.03 0.04 -0.05
H 2.442708 5.609599 -0.089155 0.04 0.05 0.03
H -0.395198 3.560426 4.274343 -0.02 0.00 0.02
H -1.904658 2.712798 5.992860 0.03 0.02 0.01
H -3.217962 0.653866 5.605501 -0.06 0.03 0.00
H -3.034965 -0.499449 3.410387 0.01 -0.10 0.02
H -1.456726 0.309102 1.736048 -0.05 -0.21 -0.10
H 5.269616 2.435933 -3.311550 0.02 0.03 -0.12
H 4.614817 5.061345 -3.078666 -0.01 0.03 0.00
H 3.090919 5.506918 -2.295179 0.04 0.04 -0.01
H 4.463058 4.930435 -1.331066 -0.03 0.11 -0.02
H 2.743331 0.223679 -5.326231 -0.03 0.02 -0.01
H 3.971945 -1.477354 -6.624884 0.00 -0.01 -0.03
H 5.932811 -2.606408 -5.639716 0.01 -0.05 0.01
H 6.634951 -2.061747 -3.333561 0.04 0.00 0.02
H 5.440342 -0.314606 -2.060777 -0.03 -0.02 0.05
H -2.578750 -0.605536 -2.630070 0.05 0.05 0.07
H -3.803151 -2.119777 -4.051866 -0.03 -0.03 -0.02
H -4.296709 -1.522010 -6.407760 0.01 0.00 -0.06
H -3.426553 0.613598 -7.322411 0.03 0.00 -0.03
H -2.120917 2.121442 -5.900957 0.03 0.01 0.02
F 0.514877 -0.500291 -4.108416 0.06 -0.05 -0.03
C 0.280688 -1.810355 -4.218035 0.01 0.50 -0.38
F -0.641781 -1.991857 -5.149269 -0.17 -0.20 0.26
F 1.389930 -2.408966 -4.627224 0.01 -0.12 0.18
S -0.247532 -2.473861 -2.526507 0.55 -1.01 -1.64
O -0.365793 -1.210797 -1.778828 -0.65 -0.18 0.31
O -1.440984 -3.200058 -2.751389 -0.23 -0.03 0.47
N 0.941721 -3.366695 -2.084062 -0.44 0.07 0.15
S 2.344824 -2.660699 -1.853947 0.52 -0.18 0.82
O 3.366682 -3.167461 -2.694924 0.11 -0.14 -0.19
O 2.176937 -1.233649 -1.701331 0.36 0.15 -0.04
C 2.790399 -3.317585 -0.172245 -0.19 -0.03 0.27
F 2.896178 -4.644434 -0.192910 -0.06 0.03 -0.21
F 3.949315 -2.816618 0.249116 -0.03 0.17 -0.30
F 1.846772 -2.985253 0.705150 -0.05 -0.12 -0.03
C 1.396314 -4.160053 3.977413 -0.02 -0.06 0.07
C 0.502230 -3.569837 5.029280 -0.28 -0.29 -0.08
C 0.900798 -3.501891 6.359374 -0.05 0.06 0.02
C 0.065402 -2.987080 7.337899 0.03 -0.07 0.06
C -1.211142 -2.567174 7.003905 -0.07 0.02 0.02
C -1.634402 -2.639642 5.688884 0.04 0.05 -0.11
C -0.784185 -3.112856 4.693112 0.12 -0.08 0.20
N -1.246560 -3.179487 3.355836 0.07 -0.11 0.31
C -0.796894 -2.411807 2.282025 -0.17 -0.08 0.31
N 0.198175 -1.553840 2.655943 -0.05 0.18 -0.27
C 1.110982 -0.608538 2.125455 -0.14 -0.16 -0.56
C 1.289828 -0.108628 0.790568 0.24 -0.38 1.16
C 2.499590 0.605288 0.598200 -0.34 -0.38 -0.04
C 3.359242 0.952701 1.619816 0.21 0.23 -0.45
C 3.040168 0.623129 2.915743 0.16 0.05 0.06
C 1.956278 -0.178887 3.172953 0.01 0.10 0.18
C 1.689027 -0.563768 4.607943 0.28 0.21 -0.05
N -1.336990 -2.531307 1.137324 -0.10 0.19 -0.71
C -2.427262 -3.441426 1.074183 -0.05 0.07 -0.17
C -3.727955 -2.933341 1.152263 0.17 -0.10 -0.15
C -4.830650 -3.768787 1.098882 -0.04 0.05 0.09
C -4.652568 -5.136436 0.973610 -0.09 -0.03 0.01
C -3.368463 -5.647127 0.902157 -0.04 0.01 -0.01
C -2.246247 -4.828747 0.967285 0.05 0.01 -0.09
C -0.879423 -5.451708 0.969241 -0.15 0.08 -0.12
H 2.283874 -4.608400 4.419580 0.01 -0.01 0.05
H 1.713932 -3.406711 3.259019 0.09 0.00 -0.10
H 0.858324 -4.925182 3.416974 0.05 0.01 -0.03
H 1.883846 -3.863883 6.633711 0.04 0.00 -0.03
H 0.401165 -2.938085 8.364703 0.02 0.01 0.02
H -1.877795 -2.177611 7.760998 -0.01 -0.01 0.04
H -2.632266 -2.324234 5.414568 -0.03 0.07 -0.03
H -2.172842 -3.556644 3.216176 0.06 0.02 0.06
H 0.310237 -1.607165 3.655881 -0.09 0.04 -0.21
H 2.791317 0.895765 -0.403080 -0.09 0.07 0.03
H 4.264508 1.503714 1.400418 0.01 0.04 -0.06
H 3.656243 0.973184 3.734206 0.04 -0.06 0.04
H 2.367560 -0.009241 5.253049 -0.03 -0.01 0.07
H 1.859808 -1.627920 4.790446 0.02 0.22 0.03
H 0.665119 -0.316737 4.906386 -0.02 0.00 0.12
H -3.863062 -1.869080 1.252937 0.05 0.26 -0.05
H -5.823954 -3.344086 1.168210 -0.02 -0.02 -0.02
H -5.504634 -5.802498 0.947013 -0.02 0.00 -0.06
H -3.225052 -6.715517 0.798173 0.02 -0.05 0.02
H -0.886028 -6.375108 0.391966 0.04 -0.05 0.04
H -0.574129 -5.683203 1.992523 0.06 -0.01 -0.06
H -0.153023 -4.776722 0.531337 0.20 0.09 -0.01
S -2.160853 0.506229 -0.524909 0.62 -0.84 0.21
C -3.132150 1.982461 -0.511987 0.26 0.31 0.11
C -4.468052 1.819660 -0.882795 0.10 -0.21 -0.03
C -5.347304 2.885791 -0.832675 -0.06 0.09 0.01
C -4.910075 4.135654 -0.416080 0.01 -0.03 -0.05
C -3.584147 4.300821 -0.045145 0.00 0.04 0.02
C -2.698114 3.235372 -0.087508 -0.01 -0.05 0.04
H -4.809175 0.840723 -1.194347 -0.02 -0.01 -0.06
H -6.382091 2.739792 -1.112577 -0.01 -0.02 -0.03
H -5.600679 4.967703 -0.376248 0.01 0.01 0.01
H -3.235428 5.266647 0.300094 0.01 0.01 -0.01
H -1.673378 3.362872 0.220655 -0.06 0.07 -0.03



Energy (a.u.)
-6281.9350 -5836.1138
Energy relative to the best compared isomer or geometry (same formula, charge and spin) (kJ/mol)
404.00 185.20